{"formula": "C24H49BrCl10FN2O10P2S2", "method": "wB97M-V/def2-TZVPD", "elements": ["C", "O", "C", "C", "C", "C", "C", "C", "O", "O", "N", "C", "C", "O", "C", "O", "C", "C", "O", "P", "S", "C", "O", "P", "O", "Br", "N", "C", "S", "O", "O", "F", "H", "H", "H", "H", "H", "H", "H", "H", "H", "H", "H", "H", "H", "H", "H", "H", "H", "H", "H", "H", "H", "H", "H", "H", "H", "H", "H", "H", "H", "Cl", "C", "C", "Cl", "H", "H", "H", "H", "Cl", "C", "C", "Cl", "H", "H", "H", "H", "Cl", "C", "C", "Cl", "H", "H", "H", "H", "Cl", "C", "C", "Cl", "H", "H", "H", "H", "Cl", "C", "C", "Cl", "H", "H", "H", "H"], "xyz": [[1.183, -4.076, 6.299], [0.517, -4.699, 5.207], [-0.645, -4.042, 4.731], [-0.359, -3.355, 3.366], [0.210, -4.444, 2.440], [-0.769, -5.597, 2.125], [-1.196, -5.674, 0.645], [-0.814, -6.980, -0.005], [-0.651, -7.985, 0.603], [-0.748, -6.959, -1.367], [0.745, -2.370, 3.688], [0.961, -1.194, 2.788], [2.323, -1.245, 2.107], [2.501, -2.546, 1.578], [3.846, -2.771, 1.130], [4.618, -3.271, 2.151], [4.289, -4.615, 2.540], [5.546, -5.420, 2.828], [5.352, -6.262, 3.968], [1.121, 0.238, 4.049], [-0.440, 0.550, 5.125], [-0.189, -0.932, 1.819], [-0.039, -1.640, 0.582], [-0.409, 0.944, 1.420], [1.030, 1.332, 0.765], [-1.731, 0.757, -0.331], [-1.446, -1.277, 2.428], [-1.590, -2.690, 2.712], [-3.179, -2.770, 3.587], [-4.093, -2.140, 2.695], [-3.068, -2.290, 4.916], [-3.497, -4.288, 3.565], [0.492, -3.751, 7.076], [1.836, -3.258, 5.976], [1.839, -4.827, 6.734], [-0.932, -3.277, 5.457], [-1.421, -4.789, 4.622], [0.527, -4.018, 1.492], [1.107, -4.864, 2.890], [-0.284, -6.530, 2.400], [-1.680, -5.551, 2.712], [-0.861, -4.814, 0.063], [-2.287, -5.647, 0.593], [-0.063, -6.333, -1.633], [0.527, -1.998, 4.628], [1.599, -2.926, 3.796], [2.375, -0.488, 1.327], [3.104, -1.021, 2.843], [4.294, -1.822, 0.832], [3.813, -3.425, 0.256], [3.735, -5.082, 1.720], [3.659, -4.581, 3.433], [6.405, -4.783, 3.021], [5.794, -6.060, 1.978], [4.444, -6.579, 3.963], [2.151, -0.307, 4.843], [1.712, 1.310, 3.365], [0.766, -2.177, 0.565], [1.143, 1.034, -0.151], [-2.213, -0.980, 1.833], [-1.765, -3.226, 1.775], [-3.843, 3.436, 0.512], [-5.392, 3.676, -0.345], [-5.278, 3.372, -1.815], [-4.255, 4.555, -2.670], [-5.711, 4.700, -0.173], [-6.117, 3.006, 0.113], [-6.264, 3.411, -2.274], [-4.856, 2.385, -1.986], [7.239, -5.615, 0.111], [8.840, -6.285, -0.326], [8.967, -7.725, 0.094], [8.997, -7.896, 1.866], [9.596, -5.663, 0.143], [8.942, -6.202, -1.407], [9.900, -8.134, -0.288], [8.144, -8.324, -0.286], [-4.055, 9.554, -2.547], [-3.244, 7.971, -2.437], [-1.795, 8.101, -2.045], [-0.826, 8.865, -3.332], [-3.352, 7.474, -3.399], [-3.775, 7.391, -1.686], [-1.375, 7.112, -1.870], [-1.677, 8.693, -1.141], [-2.364, 9.110, -8.891], [-1.602, 8.618, -7.356], [-1.596, 7.125, -7.167], [-3.235, 6.471, -6.904], [-2.129, 9.115, -6.545], [-0.578, 8.987, -7.381], [-1.010, 6.878, -6.283], [-1.166, 6.616, -8.025], [-6.457, 11.583, -10.890], [-5.195, 11.811, -9.652], [-5.727, 12.479, -8.412], [-6.183, 14.178, -8.700], [-4.390, 12.388, -10.099], [-4.815, 10.823, -9.399], [-4.957, 12.481, -7.642], [-6.601, 11.959, -8.027]], "e_lumo_ha": -0.1089, "homo_ev": -11.3, "e_tot_ev": -287363.43890, "homo_lumo_gap_ev": 8.344, "total_charge": 1, "fmax_ev_per_a": 2.2}

{"formula": "C24H49Cl3CoGeSi2Te", "method": "wB97M-V/def2-TZVPD", "elements": ["Co", "Cl", "C", "Cl", "H", "H", "C", "C", "C", "C", "Ge", "C", "C", "C", "C", "H", "H", "H", "H", "H", "H", "H", "H", "H", "H", "H", "H", "H", "H", "H", "H", "H", "H", "H", "C", "Si", "C", "C", "C", "Te", "C", "Si", "C", "C", "C", "H", "H", "H", "H", "H", "H", "H", "H", "H", "H", "H", "H", "H", "H", "H", "H", "H", "H", "H", "H", "H", "H", "Cl", "C", "C", "C", "C", "C", "C", "C", "H", "H", "H", "H", "H", "H"], "xyz": [[-2.497, 1.023, 1.969], [-2.640, 0.217, 4.268], [-0.904, 0.178, 4.706], [0.117, 0.365, 3.271], [-0.700, -0.781, 5.166], [-0.719, 1.010, 5.373], [-3.618, -4.580, 1.556], [-2.288, -4.221, 0.903], [-2.351, -2.949, 0.057], [-2.629, -1.695, 0.907], [-2.361, -0.048, -0.149], [-3.741, 0.441, -1.436], [-4.231, -0.684, -2.371], [-3.427, -0.834, -3.659], [-2.033, -1.418, -3.467], [-3.550, -5.531, 2.082], [-4.407, -4.671, 0.808], [-3.932, -3.829, 2.284], [-1.962, -5.044, 0.264], [-1.516, -4.101, 1.671], [-3.138, -3.059, -0.692], [-1.416, -2.828, -0.497], [-1.947, -1.688, 1.765], [-3.648, -1.722, 1.301], [-0.922, -0.026, -0.710], [-3.369, 1.288, -2.016], [-4.579, 0.812, -0.845], [-5.268, -0.463, -2.629], [-4.260, -1.643, -1.845], [-3.356, 0.141, -4.150], [-3.990, -1.475, -4.341], [-1.406, -0.778, -2.840], [-1.520, -1.529, -4.422], [-2.081, -2.405, -3.002], [1.795, -2.999, 1.274], [3.600, -2.611, 0.998], [4.064, -2.764, -0.797], [4.721, -3.554, 2.132], [3.794, -0.754, 1.503], [2.587, 0.511, 0.366], [3.987, 1.035, -1.086], [4.948, 2.667, -0.655], [6.338, 2.745, -1.875], [5.545, 2.533, 1.106], [3.703, 4.038, -0.847], [1.583, -4.042, 1.029], [1.143, -2.383, 0.647], [1.512, -2.843, 2.319], [3.976, -3.805, -1.117], [5.098, -2.460, -0.976], [3.413, -2.177, -1.452], [4.677, -4.623, 1.908], [4.436, -3.423, 3.177], [5.759, -3.237, 2.021], [4.820, -0.401, 1.387], [3.488, -0.638, 2.545], [3.435, 1.187, -2.016], [4.665, 0.187, -1.201], [7.011, 1.892, -1.770], [6.928, 3.651, -1.716], [5.972, 2.766, -2.903], [6.271, 1.727, 1.234], [4.734, 2.384, 1.825], [6.047, 3.461, 1.391], [3.329, 4.097, -1.872], [4.157, 5.002, -0.609], [2.848, 3.914, -0.176], [-4.737, 2.170, 1.812], [-4.283, 3.178, 0.437], [-5.287, 3.839, -0.244], [-4.945, 4.564, -1.375], [-3.623, 4.608, -1.799], [-2.638, 3.942, -1.087], [-2.945, 3.209, 0.057], [-1.912, 2.481, 0.840], [-6.311, 3.779, 0.096], [-5.714, 5.090, -1.925], [-3.359, 5.173, -2.682], [-1.606, 3.995, -1.415], [-1.798, 2.943, 1.849], [-0.937, 2.475, 0.359]], "e_lumo_ha": [-0.1894, -0.3048], "s_squared": 3.779, "homo_ev": [-13.5, -13.7], "e_tot_ev": -180427.50301, "homo_lumo_gap_ev": [8.338, 5.429], "total_charge": 2, "spin_multiplicity": 4, "fmax_ev_per_a": 0.7}

Question: What is the formula in the first record?
Answer: C24H49BrCl10FN2O10P2S2